1.
# C6H11N

A molecular structure, C6H11N (ωB97M-V/def2-TZVPD, the Open Molecules 2025 dataset).

## Properties
electronic energy: -289.73952 Ha
ΔE to the lowest compared entry with this formula, charge and spin: 6.3175 eV
LUMO: -0.009 hartree
HOMO: -6.58 eV
orbital gap: 6.33 eV
largest force on an atom: 0.1065 hartree/bohr

```
18
Properties=species:S:1:pos:R:3:forces:R:3:mulliken_charge:R:1
N -1.905 -0.814 -0.640 0.58 0.00 0.67 -0.534
C 0.760 2.347 2.017 1.54 1.41 -1.18 -1.159
C -0.475 0.476 0.810 2.61 1.85 2.70 -0.475
C 0.468 -1.089 -0.827 -1.88 0.89 0.32 -0.280
C 0.738 0.897 1.442 -3.74 -0.82 -3.92 -0.248
C 0.297 -1.765 -2.161 -0.26 -0.28 0.22 -1.196
C -0.610 -0.527 -0.154 0.83 -2.04 -2.41 0.986
H -1.930 -0.847 -1.647 -0.38 0.01 0.03 0.147
H -0.047 -2.820 -2.160 0.36 0.37 0.34 0.285
H -0.467 -1.268 -2.794 0.55 0.09 0.10 0.332
H 1.620 0.300 1.256 0.37 0.57 0.29 0.454
H -1.274 1.159 1.077 -0.35 -0.33 -0.40 0.234
H 1.461 -0.743 -0.604 0.15 -0.09 0.28 0.134
H -2.625 -0.263 -0.203 -0.12 0.07 -0.29 0.233
H 0.477 1.188 2.472 0.54 -0.66 3.05 0.198
H 1.746 2.740 1.742 0.13 -0.47 0.77 0.255
H 1.278 -1.700 -2.622 -0.16 -0.24 -0.55 0.320
H 0.489 2.728 2.996 -0.76 -0.32 -0.03 0.313
```
Positions in Å, forces in eV/Å.

---

2.
# C6H11N

C6H11N in the gas phase (ωB97M-V/def2-TZVPD, the Open Molecules 2025 dataset).

## Properties
electronic energy: -289.82510 Ha
ΔE to the lowest compared entry with this formula, charge and spin: 3.9888 eV
LUMO: 0.018 hartree
HOMO: -8.80 eV
orbital gap: 9.29 eV
largest force on an atom: 0.0423 hartree/bohr

```
18
Properties=species:S:1:pos:R:3:forces:R:3:mulliken_charge:R:1
N -1.064 0.434 2.156 -0.25 -0.73 -0.80 -0.547
C -0.863 0.026 1.052 -1.71 -1.13 0.10 0.203
C -2.337 -1.030 1.288 1.34 1.28 1.14 -0.694
C -0.282 -0.181 -0.318 0.15 0.00 -0.16 0.728
C 1.175 -0.675 -0.306 0.03 -0.04 0.01 -0.594
C -0.589 0.994 -1.259 0.00 0.03 -0.01 -1.488
C 2.233 0.399 -0.107 0.11 0.13 0.01 -1.209
H 2.211 1.144 -0.904 -0.06 0.00 0.01 0.314
H 2.088 0.922 0.842 0.03 -0.01 -0.02 0.317
H -2.233 -1.734 2.127 0.35 0.09 -0.22 0.240
H -3.233 -0.456 1.505 -0.09 0.36 -0.19 0.230
H 3.243 -0.024 -0.112 -0.18 -0.03 0.08 0.375
H -1.650 1.253 -1.175 0.20 0.06 -0.02 0.413
H 1.275 -1.435 0.479 -0.04 0.08 -0.16 0.356
H 1.337 -1.192 -1.260 0.00 0.11 0.13 0.357
H 0.017 1.892 -1.081 -0.19 -0.28 0.15 0.356
H -0.912 -1.014 -0.632 0.29 0.08 -0.23 0.288
H -0.415 0.678 -2.294 0.04 0.00 0.18 0.356
```
Positions in Å, forces in eV/Å.

---

3.
# C6H11N

C6H11N in the gas phase (ωB97M-V/def2-TZVPD, the Open Molecules 2025 dataset).

## Properties
electronic energy: -289.85580 Ha
ΔE to the lowest compared entry with this formula, charge and spin: 3.1533 eV
LUMO: 0.042 hartree
HOMO: -8.38 eV
orbital gap: 9.51 eV
largest force on an atom: 0.1119 hartree/bohr

```
18
Properties=species:S:1:pos:R:3:forces:R:3:mulliken_charge:R:1
N 0.483 2.474 0.781 -0.35 1.70 -0.02 -0.518
C -0.618 0.788 -1.615 -1.27 -0.40 -4.55 -1.202
C 0.847 1.319 1.000 -2.08 -3.30 0.05 -0.017
C 0.603 -1.280 -1.085 2.42 -4.61 2.45 -0.887
C -0.489 0.054 0.683 4.59 0.90 1.02 0.090
C -0.154 -0.286 -0.724 -0.69 1.00 0.34 0.744
C -0.342 -1.030 1.774 -0.88 0.75 -2.00 -1.509
H -0.238 0.698 -2.741 -0.58 -0.08 2.35 0.284
H -1.431 0.563 0.707 -0.30 0.51 0.38 0.389
H 1.037 3.330 0.907 0.45 -0.90 0.08 0.217
H 1.818 0.827 1.346 -0.98 0.79 -0.39 0.330
H -1.247 -1.608 1.638 -0.26 -0.40 0.71 0.370
H -1.743 0.867 -1.750 1.16 -0.23 0.54 0.272
H -0.277 1.733 -1.281 0.23 0.94 0.46 0.289
H -0.286 -0.488 2.680 -0.23 0.06 1.35 0.427
H 0.849 -1.770 -2.012 -0.14 1.04 -0.76 0.343
H 1.086 -2.043 -0.246 -1.54 2.13 -1.82 0.030
H 0.486 -1.714 1.687 0.45 0.09 -0.21 0.348
```
Positions in Å, forces in eV/Å.

---

4.
# C6H11N

C6H11N in the gas phase (ωB97M-V/def2-TZVPD, the Open Molecules 2025 dataset).

## Properties
electronic energy: -289.89032 Ha
ΔE to the lowest compared entry with this formula, charge and spin: 2.2139 eV
LUMO: 0.034 hartree
HOMO: -7.82 eV
orbital gap: 8.74 eV
largest force on an atom: 0.0528 hartree/bohr

```
18
Properties=species:S:1:pos:R:3:forces:R:3:mulliken_charge:R:1
N 1.691 1.846 1.025 0.78 0.88 0.02 -0.546
C -0.469 1.069 -0.492 -1.26 0.59 -0.33 -0.278
C -1.140 -1.887 0.235 0.05 -0.48 -0.05 -1.239
C 0.293 -1.420 -0.162 -0.85 0.33 -1.91 -0.323
C -1.668 0.982 -1.115 1.06 -0.89 0.36 -0.803
C 0.534 0.070 -0.130 0.02 0.49 2.67 0.498
C 1.619 0.502 0.578 -0.52 0.08 -0.93 -0.333
H 0.511 -1.714 -1.204 -0.01 -0.61 0.47 0.252
H -2.262 0.073 -1.183 0.33 0.11 -0.61 0.222
H -0.296 2.115 -0.223 0.93 -0.38 -0.46 0.216
H 2.288 2.100 1.823 -0.24 -0.82 -0.75 0.234
H 2.509 -0.142 0.611 -0.46 0.00 0.72 0.314
H 0.968 -1.866 0.544 0.51 -0.32 -0.07 0.327
H -1.970 1.879 -1.620 -0.87 0.29 0.38 0.250
H -1.874 -2.061 -0.581 0.78 0.25 0.17 0.266
H -1.613 -1.155 0.897 0.16 -0.31 0.20 0.400
H -1.022 -2.876 0.734 -0.31 0.75 -0.09 0.323
H 1.902 2.486 0.263 -0.10 0.03 0.22 0.219
```
Positions in Å, forces in eV/Å.